C27H31I2N8O5PbS | wB97M-V/def2-TZVPD

Summary:
- LUMO level: 2.043 eV
- Energy: -82949.8334 eV
- Orbital gap: 6.8 eV
- Largest force on an atom: 0.022 Eh/bohr
- Net charge: -1

Last column: Löwdin charge in e.
Atoms and positions in Å:
Pb (2.14928, -0.88112, 0.23155)  1.417
N (2.83372, 1.38847, 1.18241)  -0.078
C (3.56335, 2.13835, 0.15862)  -0.190
C (4.45426, 1.22153, -0.70062)  -0.586
O (5.42848, 1.73008, -1.26816)  -0.017
N (4.05095, -0.04330, -0.76348)  -0.109
C (4.90511, -0.94167, -1.51684)  -0.152
C (4.34489, -2.35792, -1.65773)  -0.653
O (4.91400, -3.15065, -2.39902)  0.003
O (3.28396, -2.64520, -0.96905)  -0.265
H (2.18934, 1.97025, 1.70209)  0.082
H (3.49643, 0.96074, 1.82585)  0.061
H (4.20834, 2.91529, 0.57888)  0.108
H (2.84391, 2.62117, -0.50804)  0.101
H (5.88309, -1.03718, -1.03206)  0.131
H (5.09823, -0.54959, -2.51980)  0.121
I (6.20790, -1.49554, 3.85872)  0.853
C (4.23514, -2.00262, 4.37570)  -0.638
C (3.96272, -2.54446, 5.62286)  -0.253
C (2.67296, -2.84634, 5.98174)  -0.670
I (2.34040, -3.62426, 7.92197)  0.818
C (1.60639, -2.63313, 5.09133)  -0.223
C (0.24829, -2.90777, 5.36843)  -0.065
C (-0.71271, -2.68273, 4.42280)  -0.065
C (-0.32228, -2.17262, 3.17549)  -0.149
N (0.92267, -1.88412, 2.89559)  0.065
C (1.89434, -2.09245, 3.79847)  -0.149
C (3.25479, -1.73059, 3.39804)  -0.453
O (3.57414, -1.19136, 2.28408)  -0.282
H (4.77328, -2.72621, 6.31493)  0.070
H (-0.02256, -3.30035, 6.33992)  0.048
H (-1.75503, -2.88703, 4.62909)  0.097
H (-1.05480, -1.99218, 2.39235)  0.100
C (-2.66957, 4.99932, -3.26599)  -0.071
C (-2.26167, 4.49893, -1.88236)  -0.205
N (-3.15186, 3.47504, -1.35845)  -0.061
C (-4.46712, 3.88740, -0.87867)  -0.201
C (-5.59257, 3.38737, -1.78016)  -0.073
C (-2.81227, 2.16538, -1.19768)  -0.414
O (-3.55069, 1.37721, -0.62380)  0.065
C (-1.49207, 1.72271, -1.75563)  -0.148
C (-1.28620, 1.57819, -3.12046)  -0.020
C (-0.06791, 1.09523, -3.56910)  -0.038
C (0.89956, 0.75727, -2.63633)  -0.134
N (0.70149, 0.87910, -1.32830)  -0.019
C (-0.46578, 1.33788, -0.90212)  -0.098
H (-1.95536, 5.74890, -3.60798)  0.075
H (-3.66192, 5.45119, -3.24046)  0.066
H (-2.67920, 4.17664, -3.98046)  0.065
H (-2.25532, 5.33838, -1.18017)  0.120
H (-1.25585, 4.08833, -1.92272)  0.113
H (-4.47540, 4.97624, -0.81947)  0.115
H (-4.60815, 3.47669, 0.12301)  0.119
H (-5.46489, 3.74773, -2.80140)  0.066
H (-6.55852, 3.72830, -1.40576)  0.072
H (-5.58908, 2.29939, -1.78916)  0.068
H (-2.07786, 1.82186, -3.81903)  0.116
H (0.12380, 0.96474, -4.62509)  0.106
H (1.86766, 0.36742, -2.93166)  0.117
H (-0.59148, 1.40647, 0.17483)  0.130
C (-4.14462, -2.13101, 0.29805)  -0.102
C (-3.71158, -2.14638, -1.17120)  -0.252
C (-2.26059, -2.46357, -1.30768)  -0.624
N (-1.32452, -1.59754, -1.41397)  0.017
N (-0.06958, -2.10113, -1.52188)  -0.055
C (-0.03336, -3.41084, -1.52596)  -0.695
N (1.05361, -4.16399, -1.71836)  0.105
S (-1.65326, -4.11858, -1.33926)  1.028
H (-5.20905, -1.90747, 0.37791)  0.068
H (-3.58918, -1.35848, 0.82807)  0.069
H (-3.95359, -3.09612, 0.77034)  0.066
H (-3.87562, -1.15841, -1.60008)  0.096
H (-4.29470, -2.88644, -1.72357)  0.099
H (1.98659, -3.70090, -1.56584)  0.075
H (1.00467, -5.13792, -1.47814)  0.090

Cartesian forces, eV/Å:
0.25 -0.59 0.30
0.23 0.18 -0.03
0.11 0.04 -0.07
-0.24 0.19 0.08
-0.02 -0.02 0.02
-0.01 -0.11 -0.02
-0.05 0.02 0.02
-0.16 -0.26 -0.02
0.06 0.13 -0.02
-0.14 0.23 -0.03
0.05 0.02 0.04
-0.14 -0.03 0.14
0.02 -0.03 -0.07
0.00 0.00 0.01
0.01 0.02 -0.06
0.04 -0.08 0.01
-0.22 -0.10 0.14
0.21 0.19 -0.42
-0.14 -0.09 0.19
0.12 -0.18 0.52
0.06 0.09 -0.27
-0.06 0.14 -0.38
-0.06 -0.01 -0.01
0.02 -0.04 0.13
0.09 0.06 -0.03
-0.14 0.14 -0.40
0.16 -0.08 0.25
0.58 0.15 0.06
-0.73 -0.22 0.18
0.02 0.03 0.00
0.02 -0.01 0.00
-0.01 -0.02 -0.01
0.02 0.00 0.01
0.07 -0.04 0.19
-0.05 -0.01 -0.20
-0.01 -0.03 0.02
-0.12 -0.23 -0.09
0.07 0.05 0.07
0.03 0.11 0.13
0.02 0.01 -0.04
0.06 -0.13 -0.04
0.03 0.03 0.10
-0.04 -0.06 -0.05
-0.03 0.03 -0.04
0.02 0.29 -0.10
-0.10 0.08 0.01
-0.04 0.03 -0.05
-0.01 0.01 -0.04
-0.01 0.01 -0.03
0.06 -0.06 0.03
0.03 0.07 0.05
0.05 0.00 0.03
0.01 0.09 0.01
-0.02 0.03 -0.01
-0.02 0.01 -0.01
-0.03 -0.01 -0.02
0.01 0.03 -0.02
0.02 -0.02 0.00
-0.01 -0.01 -0.04
-0.05 -0.05 -0.01
-0.02 0.01 -0.13
0.01 -0.01 0.30
0.20 -0.49 -0.17
-0.30 0.35 0.05
0.49 -0.64 -0.24
-1.13 0.21 0.06
0.97 0.16 0.12
0.39 0.45 -0.05
0.00 0.00 0.04
-0.01 0.00 0.05
-0.01 0.01 0.04
0.01 -0.01 -0.07
-0.03 0.08 -0.07
-0.39 -0.14 -0.04
-0.04 0.02 0.01

C27H31N3O9 | wB97M-V/def2-TZVPD

Summary:
- LUMO level: 0.206 eV
- Energy: -51399.4598 eV
- Orbital gap: 7.7 eV
- Largest force on an atom: 0.042 Eh/bohr
- SMILES string: Oc1ccc(O)cc1.Oc1ccc(O)cc1.Oc1ccc(O)cc1.Oc1ccc(O)cc1.NC(N)=O.CC#N

Last column: Löwdin charge in e.
Atoms and positions in Å:
C (15.19249, 3.12854, -21.14071)  -0.681
O (15.32904, 3.48620, -22.30493)  0.031
N (16.11578, 2.40911, -20.46491)  0.167
N (14.11086, 3.47420, -20.41252)  0.171
H (15.93603, 1.98397, -19.57065)  0.102
H (16.99327, 2.07811, -20.82743)  0.111
H (13.69702, 2.76074, -19.83497)  0.110
H (13.48142, 4.05557, -20.96618)  0.067
C (13.34960, 8.79160, -26.35016)  -0.019
C (13.65784, 8.20685, -25.14100)  -0.016
C (12.70279, 8.08037, -24.13998)  -0.327
C (11.43883, 8.53838, -24.38634)  -0.028
C (11.08226, 9.19538, -25.56433)  0.005
C (12.05376, 9.25132, -26.56244)  -0.324
O (11.71683, 9.80650, -27.76659)  0.037
O (13.01936, 7.52859, -22.93105)  0.005
H (14.14983, 8.94834, -27.06065)  0.117
H (14.67702, 7.85100, -25.04125)  0.117
H (10.65521, 8.54674, -23.63624)  0.124
H (10.10457, 9.58802, -25.79788)  0.120
H (12.44921, 10.06737, -28.32753)  0.101
H (13.94217, 7.21338, -22.91890)  0.060
C (10.76634, 4.79248, -23.55765)  -0.004
C (10.02009, 3.90646, -24.30499)  -0.015
C (9.55946, 2.75356, -23.69763)  -0.324
C (10.12606, 2.30608, -22.51903)  0.000
C (10.99407, 3.15619, -21.79343)  -0.010
C (11.24457, 4.40580, -22.32003)  -0.296
O (12.14058, 5.24458, -21.66790)  -0.015
O (8.59891, 1.96291, -24.29911)  0.041
H (11.15230, 5.72780, -23.94022)  0.107
H (9.63434, 4.30318, -25.23800)  0.121
H (9.99293, 1.36135, -22.01225)  0.115
H (11.35401, 2.77997, -20.84896)  0.103
H (12.21204, 6.14673, -22.00785)  0.065
H (8.33501, 2.49931, -25.05646)  0.095
C (15.50202, 11.29661, -13.30586)  -0.005
C (16.51929, 12.11317, -12.78826)  -0.029
C (17.86820, 11.84791, -13.01878)  -0.342
C (18.16495, 10.82996, -13.89859)  -0.027
C (17.18508, 10.16313, -14.60954)  -0.018
C (15.87964, 10.25942, -14.16204)  -0.340
O (14.94320, 9.33591, -14.50516)  0.023
O (18.84033, 12.59640, -12.41042)  0.040
H (14.46736, 11.34792, -13.00063)  0.113
H (16.25524, 12.97342, -12.18038)  0.108
H (19.20695, 10.64278, -14.13429)  0.118
H (17.46449, 9.38685, -15.30963)  0.115
H (15.11338, 8.88390, -15.34029)  0.035
H (18.35378, 13.22691, -11.86909)  0.093
C (17.38647, 9.09361, -21.31908)  0.012
C (16.46029, 8.34308, -22.05841)  -0.002
C (16.37077, 6.99476, -21.83846)  -0.321
C (17.10128, 6.32938, -20.84548)  -0.014
C (17.96393, 7.10107, -20.05059)  0.002
C (18.12697, 8.45049, -20.34067)  -0.323
O (19.09834, 9.19431, -19.66784)  0.012
O (15.44118, 6.28383, -22.56345)  0.002
H (17.53319, 10.12294, -21.61178)  0.121
H (15.78104, 8.73302, -22.80556)  0.113
H (17.02032, 5.25839, -20.71705)  0.104
H (18.52520, 6.55432, -19.30613)  0.118
H (19.86499, 9.13246, -20.24845)  0.103
H (15.51129, 5.33463, -22.34857)  0.063
C (14.26868, 6.38397, -19.06123)  -0.061
C (14.64365, 7.51023, -18.17774)  -0.218
N (14.93266, 8.34871, -17.43968)  0.158
H (14.99735, 5.57982, -19.03268)  0.063
H (14.17590, 6.67862, -20.10432)  0.065
H (13.30228, 6.08651, -18.65421)  0.088

Cartesian forces, eV/Å:
0.39 -0.52 -0.48
0.65 0.58 -0.04
1.01 -1.02 0.86
-0.80 0.39 0.10
-0.41 0.42 0.07
-0.29 0.30 -0.81
-0.05 0.19 0.17
-0.31 -0.20 0.29
-0.44 0.14 0.53
0.49 -0.12 -0.19
0.86 -0.23 -0.33
-1.79 1.14 0.26
1.37 -0.84 -0.86
0.44 0.57 -0.63
-1.01 0.27 -0.09
-0.30 0.06 0.32
-0.18 -0.11 -0.28
-0.05 -0.09 0.45
0.30 -0.40 0.33
-0.11 -0.03 0.32
0.37 -0.22 0.30
0.02 -0.24 -0.06
0.84 -0.41 0.06
-0.82 1.35 0.48
-0.06 -1.54 -0.26
1.09 1.00 1.37
-1.19 -0.52 -1.07
1.31 1.07 0.40
-0.29 -0.93 0.97
0.43 0.66 -0.19
-0.30 0.06 -0.28
-0.10 -0.51 -0.20
-0.74 -0.25 -0.63
0.27 0.33 0.07
-0.18 0.06 -0.63
-0.38 -0.47 -0.15
1.14 -0.41 0.00
-0.55 -0.11 0.06
-1.26 -0.03 -0.05
1.22 0.54 -0.89
0.19 -0.70 1.07
-0.49 0.16 -0.36
-0.74 0.10 0.13
-0.06 -0.09 -0.09
-0.01 0.31 -0.02
-0.08 -0.08 0.16
0.00 0.01 0.01
-0.03 0.01 -0.07
0.27 0.20 -0.24
0.34 0.12 0.14
-0.79 -0.84 -0.81
0.34 0.25 0.31
-0.42 -1.47 0.59
0.40 1.43 0.03
-0.59 -0.94 -0.96
0.35 0.56 0.29
-0.03 -0.37 -0.21
0.17 0.33 -0.06
0.15 0.13 0.48
0.26 0.45 -0.04
-0.07 -0.02 0.07
0.26 0.50 0.20
0.23 0.26 0.31
-0.26 -0.28 -0.37
-0.19 0.76 0.62
0.63 0.19 -0.05
-0.23 -0.65 -0.42
-0.05 0.00 0.33
-0.14 0.25 0.09
-0.02 -0.49 -0.40

C27H31N7O4 | wB97M-V/def2-TZVPD

Summary:
- Relative energy (zero: lowest compared OMol25 entry of this formula, charge and spin): 3.7 kcal/mol
- LUMO level: 0.341 eV
- Energy: -47121.6457 eV
- Orbital gap: 8.1 eV
- Largest force on an atom: 0.027 Eh/bohr
- SMILES string: COc1cccc(N2CCN(c3ccc4nnc(CCC(=O)Nc5ccc(OC)c(OC)c5)n4n3)CC2)c1

Last column: Löwdin charge in e.
Atoms and positions in Å:
C (-6.25484, -1.00713, -0.70016)  -0.092
H (-6.91828, -0.20528, -1.03960)  0.096
O (-5.25479, -0.52153, 0.15899)  -0.102
C (-4.39008, 0.42706, -0.32414)  -0.295
C (-3.44429, 0.87157, 0.59470)  0.021
C (-2.48574, 1.82830, 0.25649)  -0.225
C (-2.51680, 2.33327, -1.05418)  -0.039
C (-3.44866, 1.87776, -1.95961)  -0.075
C (-4.39444, 0.92244, -1.61969)  -0.043
H (-5.11015, 0.59044, -2.35327)  0.098
H (-3.44719, 2.27876, -2.96244)  0.108
H (-1.81994, 3.09327, -1.36275)  0.104
N (-1.56301, 2.30689, 1.15690)  -0.072
C (-1.46807, 1.84309, 2.51497)  -0.133
H (-2.40344, 1.38943, 2.83375)  0.113
C (-0.32651, 0.82807, 2.65892)  -0.119
N (0.88388, 1.39751, 2.09899)  -0.054
C (1.92817, 0.63059, 1.71487)  -0.260
N (2.84059, 1.20070, 0.95562)  0.175
N (3.85683, 0.43433, 0.57967)  0.007
C (4.84917, 0.73149, -0.29844)  -0.320
N (5.62479, -0.32242, -0.43314)  0.060
N (5.17374, -1.30802, 0.33693)  0.053
C (4.09165, -0.87358, 0.95494)  -0.302
C (3.14270, -1.46922, 1.81299)  0.031
C (2.06176, -0.73044, 2.16810)  0.027
H (1.30617, -1.14875, 2.81043)  0.106
H (3.28820, -2.48616, 2.13582)  0.125
C (4.89728, 2.01461, -1.04129)  -0.098
C (4.08233, 1.93499, -2.35113)  -0.084
H (4.02562, 2.93038, -2.79161)  0.120
H (4.57918, 1.25930, -3.04850)  0.120
C (2.66978, 1.45069, -2.05836)  -0.478
O (1.73891, 2.20162, -1.86269)  0.061
N (2.58678, 0.09096, -2.01853)  0.141
C (1.53905, -0.68595, -1.50545)  -0.220
C (0.23516, -0.22825, -1.39588)  -0.005
C (-0.73015, -1.04667, -0.83771)  0.002
C (-0.43954, -2.32384, -0.37532)  -0.193
C (0.87809, -2.80229, -0.50822)  -0.204
C (1.83718, -1.97412, -1.07714)  0.043
H (2.83837, -2.36964, -1.16406)  0.129
O (1.36181, -4.00975, -0.10130)  -0.071
C (0.49331, -5.08353, 0.18415)  -0.073
H (1.14620, -5.94494, 0.32494)  0.093
H (-0.08460, -4.90950, 1.09392)  0.090
H (-0.19082, -5.27893, -0.64480)  0.099
O (-1.37755, -3.13827, 0.21490)  -0.116
C (-2.73414, -2.77438, 0.12153)  -0.069
H (-3.03086, -2.59631, -0.91630)  0.104
H (-3.29032, -3.62372, 0.51626)  0.100
H (-2.96347, -1.88746, 0.71770)  0.077
H (-1.73359, -0.66151, -0.75891)  0.089
H (-0.03182, 0.75363, -1.74433)  0.094
H (3.44812, -0.42275, -2.15621)  0.139
H (5.93272, 2.25903, -1.27761)  0.119
H (4.47114, 2.79212, -0.40456)  0.117
C (0.79574, 2.77584, 1.66844)  -0.120
H (0.67793, 3.41609, 2.54914)  0.123
C (-0.35702, 2.96723, 0.68136)  -0.124
H (-0.04594, 2.54327, -0.27688)  0.089
H (-0.53621, 4.04189, 0.54551)  0.132
H (1.72966, 3.03031, 1.17109)  0.112
H (-0.18290, 0.57563, 3.71839)  0.128
H (-0.59296, -0.08281, 2.10951)  0.120
H (-1.28808, 2.70235, 3.17018)  0.126
H (-3.50122, 0.43115, 1.57709)  0.109
H (-6.82745, -1.72306, -0.11236)  0.093
H (-5.82711, -1.51588, -1.57065)  0.093

Cartesian forces, eV/Å:
-0.20 -0.10 -0.19
0.04 -0.04 0.00
0.42 0.32 0.10
0.07 -0.01 0.11
-0.15 -0.12 0.15
-0.31 -0.03 -0.06
0.15 0.09 -0.11
0.06 -0.03 0.10
-0.32 -0.27 -0.07
-0.09 -0.05 -0.05
0.01 0.05 -0.08
0.11 0.09 -0.02
0.17 -0.06 0.10
0.07 -0.23 0.13
0.09 0.06 0.05
-0.24 -0.18 0.25
-0.26 0.19 0.02
0.86 0.01 -0.44
-0.72 0.56 0.15
0.72 -1.19 0.21
-0.11 0.29 0.27
0.41 0.68 -0.59
-0.31 -1.06 0.59
0.11 0.64 -0.30
-0.35 0.26 0.16
0.23 -0.38 0.05
-0.09 -0.07 0.07
-0.05 -0.14 0.05
-0.04 -0.04 -0.11
-0.07 0.20 0.17
-0.07 -0.10 -0.06
0.02 0.01 -0.01
0.40 -0.03 -0.39
-0.22 0.26 0.06
0.19 -0.34 -0.22
-0.35 -0.16 0.21
0.05 0.16 -0.08
0.00 -0.20 0.09
-0.06 -0.15 0.07
-0.03 0.16 -0.20
-0.24 -0.05 -0.02
0.16 -0.04 0.01
0.12 0.39 0.06
-0.19 -0.44 0.14
-0.06 0.03 -0.02
0.06 -0.05 -0.11
0.03 0.01 0.05
0.49 0.00 -0.03
-0.19 0.06 0.04
-0.01 0.04 0.00
-0.03 0.07 -0.02
0.01 0.00 -0.06
-0.16 0.01 0.02
-0.02 0.06 -0.02
-0.06 0.19 0.00
-0.04 0.02 0.09
0.09 0.05 -0.05
-0.05 0.30 -0.13
0.05 0.01 -0.10
0.19 0.23 -0.15
-0.03 0.06 0.06
0.10 -0.02 -0.08
-0.18 0.13 0.08
-0.09 -0.05 -0.05
-0.03 0.02 0.06
-0.08 -0.12 0.02
0.03 -0.03 0.10
0.00 0.04 -0.08
-0.02 0.04 0.02